Entry 1:
Here is 2 unconnected molecules or ions with the total composition C4H11N3O2 at a distorted geometry from OMol25. Energies are from ωB97M-V/def2-TZVPD.

Last columns: bonded neighbours and bond lengths (Å).
Positions of all 20 atoms, in Å:
1 H -1.10 1.72 -1.23  N2 1.006
2 N -0.11 1.90 -1.14  H1 1.006, C3 1.260
3 C 0.28 2.35 -0.03  N2 1.260, N4 1.459, N5 1.449
4 N 1.58 2.77 0.47  C3 1.459, H7 1.068, H8 0.980
5 N -0.46 2.33 1.21  C3 1.449, C6 1.473, H9 0.980
6 C -1.91 2.08 1.27  N5 1.473, H10 1.086, H11 1.101, H12 1.153
7 H 2.46 2.17 0.37  N4 1.068
8 H 1.78 3.72 0.64  N4 0.980
9 H -0.11 2.25 2.12  N5 0.980
10 H -2.36 1.32 1.92  C6 1.086
11 H -2.40 1.89 0.31  C6 1.101
12 H -2.27 3.13 1.55  C6 1.153
13 C 0.20 -1.65 0.29  C14 1.553, H17 1.091, H18 1.056, H19 1.182
14 C 0.41 -2.95 -0.54  C13 1.553, O15 1.216, O16 1.400
15 O 1.20 -3.87 -0.57  C14 1.216
16 O -0.68 -3.28 -1.35  C14 1.400, H20 0.891
17 H -0.45 -0.87 -0.12  C13 1.091
18 H 1.13 -1.26 0.59  C13 1.056
19 H -0.44 -2.07 1.19  C13 1.182
20 H -1.26 -2.75 -1.77  O16 0.891

energy above the lowest of the compared OMol25 structures with the same formula, charge and spin: 76.6 kcal/mol
HOMO: -9.09 eV
max |F|: 4.82 eV Å⁻¹

---

Entry 2:
Here is 5 unconnected molecules or ions with the total composition C3H15NO4 at a distorted geometry from OMol25. Energies are from ωB97M-V/def2-TZVPD.

Last columns: bonded neighbours and bond lengths (Å).
Positions of all 23 atoms, in Å:
1 C -1.59 -0.32 1.31  C2 1.315, H5 1.090, H6 1.088
2 C -2.40 0.23 0.43  C1 1.315, C3 1.511, H7 1.088
3 C -2.02 0.45 -1.01  C2 1.511, N4 1.496, H8 1.092, H9 1.090
4 N -1.09 1.62 -1.14  C3 1.496, H10 1.022, H11 1.017
5 H -1.81 -0.44 2.37  C1 1.090
6 H -0.62 -0.76 1.09  C1 1.088
7 H -3.37 0.63 0.68  C2 1.088
8 H -1.53 -0.43 -1.43  C3 1.092
9 H -2.91 0.64 -1.61  C3 1.090
10 H -1.21 2.22 -0.32  N4 1.022
11 H -1.40 2.19 -1.92  N4 1.017
12 O 2.83 -1.40 -0.74  H13 0.973, H14 0.972
13 H 2.34 -0.56 -0.67  O12 0.973
14 H 3.16 -1.54 0.16  O12 0.972
15 O 0.09 -2.70 -0.92  H16 0.961, H17 0.973
16 H 0.46 -3.47 -0.49  O15 0.961
17 H 0.83 -2.09 -1.07  O15 0.973
18 O 1.85 0.55 2.64  H19 0.967, H20 0.961
19 H 1.40 0.65 1.79  O18 0.967
20 H 2.78 0.49 2.42  O18 0.961
21 O 1.52 1.08 -0.27  H22 0.961, H23 0.983
22 H 2.04 1.82 -0.61  O21 0.961
23 H 0.64 1.12 -0.70  O21 0.983

energy above the lowest of the compared OMol25 structures with the same formula, charge and spin: 22.5 kcal/mol
HOMO: -10.12 eV
max |F|: 1.33 eV Å⁻¹

---

Entry 3:
Here is a gas-phase ion, CH2ClO2S2 (charge -1) at a distorted geometry from OMol25. Energies are from ωB97M-V/def2-TZVPD.

Last columns: bonded neighbours and bond lengths (Å).
Positions of all 8 atoms, in Å:
1 C -0.07 -0.45 0.08  S5 2.222, Cl6 1.733, H7 1.082, H8 1.083
2 O 2.39 -1.92 0.61  S5 1.452
3 O 2.32 -0.83 -1.59  S5 1.449
4 S 2.83 0.92 0.65  S5 1.960
5 S 2.13 -0.72 -0.16  C1 2.222, O2 1.452, O3 1.449, S4 1.960
6 Cl -0.82 -1.99 0.34  C1 1.733
7 H -0.23 0.23 0.90  C1 1.082
8 H -0.35 -0.05 -0.89  C1 1.083

energy above the lowest of the compared OMol25 structures with the same formula, charge and spin: 0.0 kcal/mol
spin multiplicity: 3
HOMO (spin up / spin down): -0.91 / -4.55 eV
expectation value of S²: 2.008
net charge: -1
max |F|: 4.54 eV Å⁻¹

---

Entry 4:
Here is 2 unconnected molecules or ions with the total composition C6H16Si at a distorted geometry from OMol25. Energies are from ωB97M-V/def2-TZVPD.

Last columns: bonded neighbours and bond lengths (Å).
Positions of all 23 atoms, in Å:
1 C 0.49 -1.18 -2.54  C5 1.467, H8 1.125, H9 1.097, H10 1.066
2 C -1.83 -0.73 -1.60  C5 1.492, H11 1.095, H12 1.005, H13 1.202
3 C 0.59 -1.23 1.25  C6 1.485, H14 1.083, H15 1.105, H16 1.057
4 C 0.19 1.57 3.03  Si7 1.867, H17 1.044, H18 1.101, H19 1.174
5 C -0.41 -0.29 -1.81  C1 1.467, C2 1.492, H20 1.056
6 C 0.86 0.07 0.59  C3 1.485, Si7 1.835, H21 1.135
7 Si 0.11 1.64 1.16  C4 1.867, C6 1.835, H22 1.594, H23 1.660
8 H 0.61 -2.20 -2.06  C1 1.125
9 H 0.11 -1.41 -3.54  C1 1.097
10 H 1.47 -0.75 -2.56  C1 1.066
11 H -1.80 -1.75 -1.23  C2 1.095
12 H -2.30 -0.15 -0.93  C2 1.005
13 H -2.37 -0.83 -2.67  C2 1.202
14 H 0.45 -1.98 0.48  C3 1.083
15 H 1.35 -1.75 1.88  C3 1.105
16 H -0.26 -1.22 1.87  C3 1.057
17 H -0.15 0.69 3.46  C4 1.044
18 H 1.26 1.78 3.19  C4 1.101
19 H -0.13 2.56 3.58  C4 1.174
20 H -0.28 0.75 -1.77  C5 1.056
21 H 1.73 0.06 -0.14  C6 1.135
22 H 0.74 2.91 0.44  Si7 1.594
23 H -1.48 1.91 0.78  Si7 1.660

energy above the lowest of the compared OMol25 structures with the same formula, charge and spin: 108.3 kcal/mol
HOMO (spin up / spin down): -7.51 / -7.90 eV
max |F|: 5.15 eV Å⁻¹

---

Entry 5:
Here is 2 unconnected molecules or ions with the total composition C8H9N5 at a distorted geometry from OMol25. Energies are from ωB97M-V/def2-TZVPD.

Last columns: bonded neighbours and bond lengths (Å).
Positions of all 22 atoms, in Å:
1 C -2.19 -2.77 0.42  C3 1.386, N9 1.357, H14 1.087
2 C -0.29 3.09 1.16  C4 1.391, N10 1.388, H15 1.163
3 C -1.69 -1.50 0.15  C1 1.386, N12 1.418, H16 1.134
4 C 0.35 1.86 1.14  C2 1.391, N13 1.356, H17 1.038
5 C -0.09 -3.00 -0.01  N9 1.288, N12 1.367, H18 1.058
6 C -1.22 1.94 -0.40  N10 1.303, N13 1.361, H19 1.106
7 C 0.46 -0.59 -0.48  N11 1.218, N12 1.367
8 C 2.50 0.51 -1.10  N11 1.420, H20 1.066, H21 1.145, H22 1.125
9 N -1.16 -3.65 0.30  C1 1.357, C5 1.288
10 N -1.19 3.14 0.10  C2 1.388, C6 1.303
11 N 1.63 -0.58 -0.84  C7 1.218, C8 1.420
12 N -0.32 -1.66 -0.15  C3 1.418, C5 1.367, C7 1.367
13 N -0.31 1.13 0.20  C4 1.356, C6 1.361
14 H -3.14 -3.25 0.64  C1 1.087
15 H 0.07 4.04 1.73  C2 1.163
16 H -2.01 -0.45 0.42  C3 1.134
17 H 1.12 1.39 1.66  C4 1.038
18 H 0.83 -3.45 -0.25  C5 1.058
19 H -1.58 1.62 -1.40  C6 1.106
20 H 2.07 1.07 -1.89  C8 1.066
21 H 3.52 0.02 -1.26  C8 1.145
22 H 2.63 1.07 -0.13  C8 1.125

energy above the lowest of the compared OMol25 structures with the same formula, charge and spin: 112.0 kcal/mol
HOMO: -8.68 eV
max |F|: 3.63 eV Å⁻¹

---

Entry 6:
Here is C3H9N3O in the gas phase at a distorted geometry from OMol25. Energies are from ωB97M-V/def2-TZVPD.

Last columns: bonded neighbours and bond lengths (Å).
Positions of all 16 atoms, in Å:
1 N -0.05 1.72 2.07  C2 1.451, H8 1.004, H9 1.010
2 C -0.38 1.83 0.67  N1 1.451, N3 1.457, H10 1.095, H11 1.093
3 N -0.12 0.66 -0.16  C2 1.457, C4 1.341, H12 1.015
4 C -0.81 -0.48 -0.29  N3 1.341, O5 1.228, C6 1.531
5 O -1.98 -0.56 0.09  C4 1.228
6 C -0.13 -1.58 -1.10  C4 1.531, N7 1.521, H13 1.095, H14 1.084
7 N 1.39 -1.48 -1.01  C6 1.521, H15 1.022, H16 1.026
8 H -0.84 1.41 2.60  N1 1.004
9 H 0.75 1.10 2.08  N1 1.010
10 H 0.10 2.68 0.17  C2 1.095
11 H -1.42 2.10 0.46  C2 1.093
12 H 0.89 0.58 -0.26  N3 1.015
13 H -0.41 -1.31 -2.12  C6 1.095
14 H -0.34 -2.55 -0.66  C6 1.084
15 H 1.67 -2.38 -0.61  N7 1.022
16 H 1.68 -1.74 -1.95  N7 1.026

energy above the lowest of the compared OMol25 structures with the same formula, charge and spin: 24.9 kcal/mol
HOMO: -9.44 eV
max |F|: 2.58 eV Å⁻¹